--- i ---
Molecular formula: C3H4F2
Method: DFT, ωB97M-V/def2-TZVPD

Calculated values
SMILES	C=CC(F)F
HOMO energy	-10.72	eV
gap between HOMO and LUMO	11.689	eV
molar mass	78.06	g/mol

CARTESIAN COORDINATES (ANGSTROEM)
C -1.27 -0.68 -0.29
C -0.51 0.42 -0.18
C 1.01 0.38 0.34
F 1.87 1.02 -0.56
F 1.49 -0.93 0.38
H -2.28 -0.73 -0.72
H -0.69 -1.70 -0.26
H -0.80 1.41 -0.12
H 1.18 0.81 1.40

=====

--- ii ---
Molecular formula: C3H4F2
Method: DFT, ωB97M-V/def2-TZVPD

Calculated values
HOMO energy (spin up / spin down)	-10.10 / -10.10	eV
gap between HOMO and LUMO (spin up / spin down)	8.716 / 8.716	eV
molar mass	78.06	g/mol

CARTESIAN COORDINATES (ANGSTROEM)
C 0.59 -0.16 -0.77
C 0.60 0.03 0.75
C -0.50 0.51 -0.12
F -1.26 1.51 -0.08
F -2.14 -1.27 0.30
H 1.16 0.40 -1.47
H 0.26 -1.05 -1.10
H 0.08 -0.78 1.34
H 1.21 0.81 1.16

=====

--- iii ---
Molecular formula: C3H4F2
Method: DFT, ωB97M-V/def2-TZVPD

Calculated values
SMILES	FC1(F)CC1
HOMO energy	-11.07	eV
gap between HOMO and LUMO	12.126	eV
molar mass	78.06	g/mol

CARTESIAN COORDINATES (ANGSTROEM)
C -0.79 -0.06 -0.05
C 0.35 -0.10 0.80
C 0.44 -0.08 -0.74
H 0.76 0.80 1.13
H 0.37 -1.05 1.25
H 1.09 -0.75 -1.42
H 0.87 1.04 -0.86
F -1.43 1.18 -0.03
F -1.66 -0.99 -0.08

=====

Most stable: i (next structure +0.0323 hartree)

=====

--- i ---
Molecular formula: C2H6N2O
Method: DFT, ωB97M-V/def2-TZVPD

Calculated values
SMILES	[H]/N=C/NOC
HOMO energy	-9.30	eV
gap between HOMO and LUMO	10.241	eV
molar mass	74.08	g/mol

CARTESIAN COORDINATES (ANGSTROEM)
C 1.41 0.94 -0.34
C -1.17 -0.38 0.53
H 1.88 0.98 0.60
H 0.60 1.67 -0.25
H 2.13 1.24 -1.13
H 0.28 -1.74 0.89
H -1.74 -0.79 1.38
H -2.50 0.79 -0.05
N 0.13 -0.78 0.56
N -1.56 0.50 -0.30
O 0.98 -0.45 -0.55

=====

--- ii ---
Molecular formula: C2H6N2O
Method: DFT, ωB97M-V/def2-TZVPD

Calculated values
SMILES	CN(N)C=O
HOMO energy	-9.17	eV
gap between HOMO and LUMO	9.992	eV
molar mass	74.08	g/mol

CARTESIAN COORDINATES (ANGSTROEM)
C -1.56 0.63 -0.09
C -0.08 -1.26 -0.06
N 0.85 1.02 -0.07
N -0.32 0.17 -0.04
O -2.54 -0.04 0.05
H -1.50 1.71 -0.23
H 0.42 -1.61 -1.01
H 0.39 -1.49 0.79
H -0.93 -1.82 -0.22
H 0.74 1.98 -0.37
H 1.09 0.96 0.87

=====

Most stable: ii (next structure +0.0292 hartree)

=====

--- i ---
Molecular formula: C2H6N2O
Method: DFT, ωB97M-V/def2-TZVPD

Calculated values
SMILES	CNNC=O
HOMO energy	-9.89	eV
gap between HOMO and LUMO	10.714	eV
molar mass	74.08	g/mol

CARTESIAN COORDINATES (ANGSTROEM)
C -1.16 -0.26 0.96
C 1.69 -0.09 -0.75
H -0.79 0.81 1.50
H -2.35 -0.30 0.78
H -0.71 -1.17 1.59
H -1.27 0.09 -1.04
H 0.31 1.47 -0.46
H 1.66 -1.21 -0.88
N -0.64 -0.29 -0.41
N 0.48 0.48 -0.63
O 2.78 0.47 -0.65

=====

--- ii ---
Molecular formula: C2H6N2O
Method: DFT, ωB97M-V/def2-TZVPD

Calculated values
SMILES	C/C(O)=N/N
HOMO energy	-7.55	eV
gap between HOMO and LUMO	7.932	eV
molar mass	74.08	g/mol

CARTESIAN COORDINATES (ANGSTROEM)
C 0.18 0.06 0.16
C -0.08 -0.29 1.59
O 0.70 1.34 0.02
N -0.66 -0.44 -0.76
N -0.11 -0.37 -1.97
H 0.08 1.90 -0.48
H 0.95 -0.17 -1.73
H -0.62 -0.92 -2.67
H -0.75 0.44 2.05
H 0.85 -0.29 2.14
H -0.54 -1.27 1.66

=====

--- iii ---
Molecular formula: C2H6N2O
Method: DFT, ωB97M-V/def2-TZVPD

Calculated values
SMILES	[H]/N=C(\C)NO
HOMO energy	-9.16	eV
gap between HOMO and LUMO	9.856	eV
molar mass	74.08	g/mol

CARTESIAN COORDINATES (ANGSTROEM)
C -0.36 1.05 -1.40
C 0.14 -0.13 -0.49
H -1.46 0.83 -1.78
H -0.01 2.14 -0.89
H 0.49 0.82 -2.16
H -0.10 -1.62 -1.71
H -0.39 1.30 0.87
H -0.12 -1.02 1.30
N -0.10 -1.35 -0.63
N 0.34 0.53 0.78
O 0.15 -0.27 1.83

=====

Most stable: i (next structure +0.0433 hartree)

=====

--- i ---
Molecular formula: C2H6N2O
Method: DFT, ωB97M-V/def2-TZVPD

Calculated values
SMILES	[H]/N=N\[H].C=CO
HOMO energy	-8.73	eV
gap between HOMO and LUMO	9.201	eV
molar mass	74.08	g/mol

CARTESIAN COORDINATES (ANGSTROEM)
C 0.80 -0.90 -1.13
C 0.59 0.31 -0.74
N -1.27 1.20 1.90
N -1.05 0.26 1.08
O 1.34 -1.81 -0.30
H 0.47 -1.31 -2.17
H 1.22 0.67 0.14
H 0.09 0.99 -1.32
H -2.20 1.69 1.84
H 1.68 -1.29 0.42
H -1.68 0.20 0.28

=====

--- ii ---
Molecular formula: C2H6N2O
Method: DFT, ωB97M-V/def2-TZVPD

Calculated values
SMILES	CC(=O)NN
HOMO energy	-9.54	eV
gap between HOMO and LUMO	10.211	eV
molar mass	74.08	g/mol

CARTESIAN COORDINATES (ANGSTROEM)
C -0.85 1.32 -0.04
C -0.54 -0.19 -0.09
H -0.17 1.84 -0.65
H -1.97 1.44 -0.43
H -0.86 1.76 1.08
H 0.80 -1.63 0.16
H 2.13 0.36 1.08
H 2.67 -0.22 -0.56
N 0.69 -0.60 -0.16
N 1.82 0.25 0.05
O -1.48 -0.98 0.11

=====

Most stable: ii (next structure +0.0773 hartree)

=====

--- i ---
Molecular formula: C2H6N2O
Method: DFT, ωB97M-V/def2-TZVPD

Calculated values
SMILES	[H]/N=C/N.C=O
HOMO energy	-9.56	eV
gap between HOMO and LUMO	10.332	eV
molar mass	74.08	g/mol

CARTESIAN COORDINATES (ANGSTROEM)
O 1.57 2.14 0.19
C 2.02 1.08 -0.19
H 2.38 0.34 0.52
H 1.99 1.00 -1.28
N -1.18 0.41 0.25
C -1.34 -0.95 0.20
N -0.32 -1.72 0.14
H -1.85 0.90 -0.34
H -0.24 0.72 0.14
H -2.37 -1.26 0.05
H -0.67 -2.65 0.31

=====

--- ii ---
Molecular formula: C2H6N2O
Method: DFT, ωB97M-V/def2-TZVPD

Calculated values
SMILES	N/N=C\CO
HOMO energy	-9.21	eV
gap between HOMO and LUMO	10.074	eV
molar mass	74.08	g/mol

CARTESIAN COORDINATES (ANGSTROEM)
C 0.15 -0.59 0.42
C 0.16 0.93 0.32
H -1.05 -1.47 -2.45
H -0.35 0.04 -1.90
H 0.68 -1.10 1.19
H 0.57 1.49 -0.54
H -0.85 1.38 0.32
H 0.51 1.41 2.23
N -1.00 -0.76 -1.56
N -0.33 -1.40 -0.51
O 0.99 1.41 1.40

=====

Most stable: i (next structure +0.0375 hartree)